Record 1
Below is C4H10N2O2 as an isolated structure in a non-equilibrium geometry, with properties calculated with ωB97M-V/def2-TZVPD.

```
18
Properties=species:S:1:pos:R:3:forces:R:3
C -0.175 0.924 -0.239 -1.128 2.124 1.158
C 0.566 0.035 -1.134 0.273 1.630 -4.082
C 0.022 -0.508 0.158 -2.577 -1.188 2.178
C -1.274 -1.365 0.018 1.006 5.157 -0.446
H 1.540 1.448 0.547 -1.564 1.284 0.513
H 0.477 2.804 0.558 -0.193 -1.781 -0.628
H -1.155 1.353 -0.476 0.701 -0.435 -0.143
H -0.175 0.188 -2.140 3.317 -1.787 2.353
H 2.326 -0.061 -0.386 -0.080 0.245 -1.198
H 0.488 -0.170 2.336 0.703 -1.486 -3.451
H 1.422 -1.825 1.390 -2.564 5.011 0.346
H -1.051 -2.312 -0.277 0.169 -2.782 -0.980
H -1.975 -1.320 0.937 0.958 0.175 -1.783
H -2.733 -0.118 -0.674 4.527 -1.463 -3.498
N 0.528 1.756 0.612 3.357 2.619 1.796
N 0.842 -0.555 1.340 2.614 -4.839 1.353
O 1.995 0.219 -1.283 -1.338 -0.728 1.418
O -1.667 -0.493 -1.288 -8.181 -1.754 5.095
```
Positions in Å, forces in eV/Å.

Computed properties:
- Frontier orbital gap: 8.28 eV
- E_HOMO: -7.85 eV
- Lowest unoccupied orbital energy: 0.43 eV

***

Record 2
Below is a 2-piece molecular cluster, C4H10N2O2 overall in a non-equilibrium geometry, with properties calculated with ωB97M-V/def2-TZVPD.

```
18
Properties=species:S:1:pos:R:3:forces:R:3
C -0.235 -0.352 -1.828 0.125 0.397 -0.704
C -1.330 -1.334 -1.552 -0.341 -0.976 0.218
N -2.557 -0.830 -1.150 1.008 -0.358 0.287
O -1.176 -2.539 -1.591 0.349 0.229 0.146
H -0.508 0.592 -1.395 0.045 0.648 0.001
H -0.085 -0.243 -2.904 -0.298 0.106 -0.064
H 0.760 -0.624 -1.484 -0.231 -0.518 0.369
H -3.144 -1.554 -0.786 -0.530 -0.092 -0.279
H -2.965 -0.017 -1.548 -0.127 0.566 -0.052
C 2.440 1.056 0.691 -0.162 -0.134 -0.203
C 1.333 1.245 1.713 0.324 0.947 0.220
N 0.189 0.542 1.499 0.636 -0.103 -0.308
O 1.469 2.049 2.616 -0.276 -0.207 0.037
H 3.141 1.879 0.772 -0.007 0.013 0.184
H 2.037 1.064 -0.323 -0.008 -0.105 0.005
H 2.980 0.123 0.841 -0.014 -0.122 0.046
H -0.662 0.762 1.984 0.054 -0.123 0.129
H 0.221 -0.109 0.741 -0.545 -0.169 -0.032
```
Positions in Å, forces in eV/Å.

Computed properties:
- Frontier orbital gap: 10.34 eV
- E_HOMO: -9.79 eV
- SMILES: CC(N)=O.CC(N)=O
- Lowest unoccupied orbital energy: 0.55 eV

***

Record 3
Below is a 2-piece molecular cluster, C4H10N2O2 overall in a non-equilibrium geometry, with properties calculated with ωB97M-V/def2-TZVPD.

```
18
Properties=species:S:1:pos:R:3:forces:R:3
C 1.761 1.684 0.393 -2.828 -1.262 0.277
C 0.296 -1.089 1.025 -2.003 -0.360 2.299
C -1.498 0.197 -0.019 1.858 2.529 -2.837
C 0.855 0.766 -0.449 -3.021 1.682 -3.309
N 1.613 -0.176 -1.222 -0.636 0.143 -1.782
N -0.119 0.224 0.493 -0.610 -1.295 -0.490
O 1.208 2.114 1.503 -1.573 -0.583 0.020
O 2.872 1.817 0.087 4.342 1.106 -1.121
H 0.197 -1.903 0.284 0.346 0.390 0.382
H 1.295 -0.988 1.449 0.047 -0.342 -0.260
H -0.434 -1.358 1.978 1.763 0.716 -2.439
H -1.633 -0.053 -1.153 0.622 0.660 1.755
H -2.031 -0.518 0.444 -1.945 -2.232 2.058
H -1.825 1.213 0.226 -0.832 -0.364 -0.585
H 0.082 1.509 -1.425 2.224 -1.607 3.349
H 1.264 -0.298 -2.265 1.305 0.587 3.157
H 2.555 0.211 -1.132 0.089 -0.522 -0.877
H 0.347 1.520 1.467 0.852 0.753 0.402
```
Positions in Å, forces in eV/Å.

Computed properties:
- Frontier orbital gap: 10.01 eV
- E_HOMO: -9.49 eV
- Lowest unoccupied orbital energy: 0.52 eV

***

Record 4
Below is C4H10N2O2 as an isolated structure in a non-equilibrium geometry, with properties calculated with ωB97M-V/def2-TZVPD.

```
18
Properties=species:S:1:pos:R:3:forces:R:3
C -0.456 -0.955 -0.390 1.307 -0.949 -0.784
C 0.953 -0.937 -0.337 -1.807 -0.492 -0.936
C 1.810 -0.325 -1.383 -0.001 0.287 0.196
C -0.770 0.617 0.712 1.051 0.601 2.424
N -1.138 1.692 -0.103 -0.160 -0.150 -0.850
O -1.080 -1.993 0.280 -0.165 0.477 0.475
O 0.675 0.705 1.099 -0.415 0.172 0.394
N -1.489 0.239 1.746 0.198 0.020 -1.015
H -1.518 -1.550 1.052 0.129 -0.213 -0.142
H 0.689 0.362 2.010 -0.116 0.214 -0.174
H -0.936 -0.679 -1.328 0.064 0.201 0.020
H 1.429 -1.608 0.370 -0.058 0.210 0.205
H -0.441 1.925 -0.800 -0.047 -0.030 0.120
H -1.384 2.519 0.428 0.084 -0.199 0.076
H -2.451 0.551 1.631 -0.017 -0.107 -0.062
H 2.710 0.113 -0.950 -0.029 0.006 -0.059
H 2.121 -1.111 -2.081 -0.027 0.013 0.094
H 1.278 0.436 -1.957 0.010 -0.062 0.019
```
Positions in Å, forces in eV/Å.

Computed properties:
- Frontier orbital gap: 8.32 eV
- E_HOMO: -8.48 eV
- Lowest unoccupied orbital energy: -0.16 eV

***

Record 5
Below is C4H10N2O2 as an isolated structure in a non-equilibrium geometry, with properties calculated with ωB97M-V/def2-TZVPD.

```
18
Properties=species:S:1:pos:R:3:forces:R:3
H -1.273 0.795 0.459 -2.518 -0.984 -0.367
O -2.470 0.606 0.198 3.905 -2.340 2.135
N -0.052 0.256 0.656 0.056 -0.800 -0.974
H -2.874 1.320 -0.162 -1.874 3.294 -1.610
C 1.100 0.662 0.083 3.597 -1.261 0.346
C 0.012 -1.074 0.656 -0.827 -0.996 0.803
C 1.944 -0.418 -0.063 2.134 0.729 -1.464
N 1.236 -1.524 0.272 -0.696 -0.374 -0.122
H 1.542 -2.464 -0.007 -0.713 0.658 0.687
H -0.851 -1.722 0.872 0.741 0.376 -0.076
H 3.029 -0.477 -0.467 -2.288 0.167 0.837
C 1.589 1.995 -0.268 -2.466 2.215 0.442
H 1.097 2.225 -1.276 0.715 0.518 1.480
H 1.273 2.684 0.602 0.197 -0.450 -1.766
H 2.656 2.113 -0.334 0.370 -0.469 -0.191
O -2.651 -1.971 -0.165 -0.211 -0.602 4.701
H -2.679 -1.015 -0.008 -0.220 0.887 0.413
H -2.627 -1.993 -1.049 0.097 -0.568 -5.276
```
Positions in Å, forces in eV/Å.

Computed properties:
- Frontier orbital gap: 9.62 eV
- E_HOMO: -9.00 eV
- Lowest unoccupied orbital energy: 0.62 eV

***

Record 6
Below is a 2-piece molecular cluster, C4H10N2O2 overall in a non-equilibrium geometry, with properties calculated with ωB97M-V/def2-TZVPD.

```
18
Properties=species:S:1:pos:R:3:forces:R:3
O 1.127 -1.285 -3.208 0.836 0.229 0.099
C 0.504 -0.574 -2.455 -3.095 -1.008 -1.579
O -0.788 -0.182 -2.800 1.009 0.383 0.434
C 0.880 -0.161 -1.149 1.025 -0.057 3.304
C 0.046 0.589 -0.245 -1.054 2.783 -3.561
C -0.316 -0.034 1.161 0.248 -1.155 2.801
N -1.140 0.702 1.970 0.249 0.514 -1.147
N 2.006 -0.829 -0.616 -0.968 0.252 -2.208
H -0.905 -0.295 -3.752 0.169 -0.306 0.047
H -1.702 1.220 4.872 -0.009 0.011 0.021
H -0.927 0.770 -0.746 0.379 -0.227 -0.055
H 0.353 1.639 -0.156 0.549 -0.408 1.033
H -0.612 -1.050 0.834 -0.253 0.252 0.286
H 0.642 -0.072 1.703 0.094 -0.423 -0.422
H -2.051 0.580 4.742 -0.015 -0.012 0.039
H -2.129 0.723 1.715 0.069 -0.689 -0.126
H 2.828 -0.243 -0.500 -0.068 -0.012 0.525
H 2.184 -1.501 -1.370 0.837 -0.125 0.509
```
Positions in Å, forces in eV/Å.

Computed properties:
- Frontier orbital gap: 4.87 eV
- E_HOMO: -7.33 eV
- Lowest unoccupied orbital energy: -2.47 eV

***

Record 7
Below is C4H10N2O2 as an isolated structure in a non-equilibrium geometry, with properties calculated with ωB97M-V/def2-TZVPD.

```
18
Properties=species:S:1:pos:R:3:forces:R:3
C -1.840 -0.142 1.265 0.134 -0.092 0.020
C 0.864 -0.418 0.855 -0.809 0.009 -1.046
O -0.851 -0.900 0.630 0.724 0.295 0.047
O 1.560 -1.437 0.957 -0.323 0.118 -0.292
H 0.739 0.301 1.682 -0.011 0.068 -0.119
H -2.713 -0.778 1.459 0.084 0.076 0.031
H -2.185 0.708 0.657 0.012 -0.032 0.020
H -1.496 0.264 2.230 0.012 -0.032 -0.031
C 0.466 1.789 -0.593 -0.040 -0.113 0.056
N 0.491 -1.655 -1.573 -0.658 0.816 0.544
C 0.921 0.347 -0.616 -0.077 -0.341 0.719
N 0.037 -0.474 -1.409 0.839 -0.961 0.034
H -0.175 -2.312 -1.968 0.040 0.138 -0.062
H 1.157 -2.014 -0.855 0.254 0.231 -0.011
H 1.953 0.258 -0.976 -0.155 -0.157 0.097
H 0.411 2.204 -1.601 0.006 -0.007 0.026
H -0.515 1.874 -0.128 0.010 0.021 -0.015
H 1.176 2.386 -0.016 -0.043 -0.040 -0.020
```
Positions in Å, forces in eV/Å.

Computed properties:
- Frontier orbital gap (spin up / spin down): 7.67 / 7.68 eV
- E_HOMO (spin up / spin down): -8.62 / -8.62 eV
- Lowest unoccupied orbital energy (spin up / spin down): -0.94 / -0.94 eV

***

Record 8
Below is C4H10N2O2 as an isolated structure in a non-equilibrium geometry, with properties calculated with ωB97M-V/def2-TZVPD.

```
18
Properties=species:S:1:pos:R:3:forces:R:3
O -2.737 -0.882 0.849 0.873 0.699 -0.770
C -2.275 -0.570 -0.282 -1.564 -2.057 1.116
O -2.789 -0.258 -1.330 -0.898 1.016 -1.129
C -0.750 -0.840 -0.412 1.879 6.456 -0.838
C -0.193 -0.011 0.744 1.775 -6.342 0.752
C 1.344 -0.023 0.978 -1.787 -0.484 -0.438
N 2.098 0.695 -0.408 -2.730 1.445 3.735
N -0.190 -0.275 -1.633 -0.534 0.101 -1.344
H -0.594 -1.853 -0.348 0.201 -2.516 0.879
H -0.336 1.120 0.504 -0.788 2.303 -0.622
H -0.723 -0.259 1.666 -0.223 0.432 0.001
H 1.363 0.325 2.026 1.069 0.269 0.023
H 1.841 -0.970 0.920 -0.426 -0.702 0.211
H 3.050 0.726 -0.110 1.149 0.056 0.570
H 1.547 1.182 0.728 2.620 1.132 -3.537
H -0.612 1.892 0.242 0.151 -0.638 -0.334
H -0.860 0.099 -2.335 0.605 -0.896 1.028
H 0.815 -0.099 -1.801 -1.372 -0.274 0.696
```
Positions in Å, forces in eV/Å.

Computed properties:
- Frontier orbital gap: 5.68 eV
- E_HOMO: -8.85 eV
- Lowest unoccupied orbital energy: -3.18 eV

***

Record 9
Below is one molecule with the formula C4H10N2O2 in a non-equilibrium geometry, with properties calculated with ωB97M-V/def2-TZVPD.

```
18
Properties=species:S:1:pos:R:3:forces:R:3
C -0.566 0.261 -1.925 -0.001 -0.174 -0.173
C 0.264 0.644 -0.960 1.324 1.758 -0.912
O 1.465 1.375 -1.229 -1.349 -0.994 0.386
N 0.053 0.587 0.395 -1.074 -1.858 0.785
C 1.054 1.061 1.324 0.101 0.092 0.121
N -0.672 -0.566 0.932 0.380 1.381 0.394
C -0.238 -1.867 0.458 -0.118 0.070 -0.368
O -2.069 -0.453 0.664 0.295 0.002 -0.370
H -1.512 -0.195 -1.706 -0.139 -0.027 0.140
H -0.319 0.427 -2.959 0.187 -0.045 -0.139
H 1.448 1.645 -2.155 -0.120 -0.136 0.063
H 0.644 0.970 2.328 -0.020 -0.014 -0.090
H 1.988 0.492 1.266 0.024 0.073 0.038
H 1.257 2.109 1.114 0.127 -0.044 0.038
H -0.799 -2.620 1.008 0.048 0.064 0.016
H -0.395 -2.011 -0.615 0.037 -0.045 0.039
H 0.821 -1.961 0.689 0.024 -0.005 0.007
H -2.423 0.101 1.372 0.274 -0.097 0.026
```
Positions in Å, forces in eV/Å.

Computed properties:
- Frontier orbital gap: 8.85 eV
- E_HOMO: -8.03 eV
- SMILES: C=C(O)N(C)N(C)O
- Lowest unoccupied orbital energy: 0.83 eV

***

Record 10
Below is one molecule with the formula C4H10N2O2 in a non-equilibrium geometry, with properties calculated with ωB97M-V/def2-TZVPD.

```
18
Properties=species:S:1:pos:R:3:forces:R:3
O -2.495 -1.584 1.213 -0.928 0.376 0.178
C -2.675 -0.374 1.319 3.207 -2.328 -1.700
N -1.870 0.475 0.594 -0.666 -1.125 -0.062
C -0.761 -0.108 -0.164 0.326 -0.804 0.964
C 0.617 0.251 0.521 2.003 -1.156 1.545
N 1.503 1.074 -0.299 -2.750 -0.759 -2.035
C 1.969 0.553 -1.585 -2.135 1.424 0.405
O 3.025 -0.330 -1.436 0.952 0.459 -1.840
H -3.347 -0.058 2.043 -1.481 1.589 1.123
H -1.735 1.401 0.890 -0.190 1.262 0.377
H -0.930 -1.241 -0.087 0.323 1.804 -0.424
H -0.812 0.237 -1.222 0.215 -0.238 0.833
H 1.204 -0.711 0.782 -1.152 0.639 -0.522
H 0.625 0.689 1.620 -0.842 -0.398 -2.359
H 2.197 1.546 0.168 1.744 1.088 1.394
H 1.001 0.157 -2.135 2.165 0.389 0.808
H 2.357 1.454 -2.122 -0.272 -1.016 0.039
H 2.858 -0.937 -0.751 -0.519 -1.207 1.275
```
Positions in Å, forces in eV/Å.

Computed properties:
- Frontier orbital gap: 9.76 eV
- E_HOMO: -8.95 eV
- SMILES: O=CNCCNCO
- Lowest unoccupied orbital energy: 0.81 eV

***

Record 11
Below is a 2-piece molecular cluster, C4H10N2O2 overall, with properties calculated with ωB97M-V/def2-TZVPD.

```
18
Properties=species:S:1:pos:R:3:forces:R:3
C 0.021 2.640 0.120 0.349 -0.648 -0.290
C -1.399 2.190 -0.140 -0.153 -0.237 0.200
N -2.344 2.906 0.544 0.149 0.880 0.149
O -1.698 1.205 -0.779 0.196 0.113 -0.394
H 0.508 3.202 -0.676 -0.627 0.471 -0.134
H 0.645 1.748 0.116 -0.055 -0.144 0.548
H 0.060 3.177 1.060 0.369 0.059 0.093
H -3.286 2.932 0.192 -0.048 -0.342 0.026
H -2.039 3.749 1.010 -0.159 -0.131 -0.180
C 0.697 -1.185 -0.431 -0.058 -0.412 -0.267
C 1.462 -2.415 0.000 -0.395 -0.622 0.283
N 1.127 -2.898 1.244 -0.185 0.469 0.647
O 2.201 -3.005 -0.759 0.241 0.289 0.255
H 0.131 -0.609 0.289 0.298 0.024 0.500
H -0.057 -1.537 -1.116 -0.240 -0.127 -0.502
H 1.382 -0.579 -0.998 0.148 0.414 -0.163
H 1.694 -3.515 1.807 0.183 -0.187 -0.712
H 0.519 -2.329 1.807 -0.013 0.130 -0.059
```
Positions in Å, forces in eV/Å.

Computed properties:
- Frontier orbital gap: 10.29 eV
- E_HOMO: -9.64 eV
- SMILES: CC(N)=O.CC(N)=O
- Lowest unoccupied orbital energy: 0.65 eV

***

Record 12
Below is a 2-piece molecular cluster, C4H10N2O2 overall, with properties calculated with ωB97M-V/def2-TZVPD.

```
18
Properties=species:S:1:pos:R:3:forces:R:3
N -1.868 -0.887 0.958 -0.044 0.023 0.083
C -0.589 -0.371 0.550 0.064 0.025 -0.656
N -0.593 1.055 0.772 -0.108 0.195 0.092
O 0.451 -0.949 1.317 -0.122 -0.587 0.012
C -0.383 -0.748 -0.951 0.147 0.009 0.689
O -1.210 0.028 -1.780 -0.265 0.062 -0.278
H -1.828 -1.901 0.986 -0.010 0.083 -0.025
H -2.066 -0.564 1.900 0.022 -0.037 -0.056
H 0.151 1.499 0.239 -0.246 -0.066 0.130
H -1.481 1.443 0.470 0.195 -0.010 -0.046
H 1.157 -0.310 1.394 0.171 0.267 0.031
H 0.649 -0.533 -1.237 -0.182 -0.140 0.078
H -0.575 -1.821 -1.079 0.086 0.031 0.031
H -2.119 -0.123 -1.496 0.001 -0.004 -0.001
C 2.250 1.332 -0.922 0.472 -0.147 0.268
C 2.887 0.759 -0.089 -0.177 0.312 -0.309
H 1.714 1.830 -1.676 -0.332 0.262 -0.415
H 3.454 0.263 0.644 0.327 -0.279 0.374
```
Positions in Å, forces in eV/Å.

Computed properties:
- Frontier orbital gap: 10.50 eV
- E_HOMO: -9.57 eV
- SMILES: NC(N)(O)CO.C#C
- Lowest unoccupied orbital energy: 0.92 eV

***

Relative energy (zero: lowest compared OMol25 entry of this formula, charge and spin) (computed, eV): 9.6956; 0.7181; 3.6741; 4.6581; 2.6816; 6.8059; 5.6297; 11.6819; 4.9413; 2.9382; 0.6986; 3.7159
Molecular weight (computed, g mol⁻¹): 118.1; 118.1; 118.1; 118.1; 118.1; 118.1; 118.1; 118.1; 118.1; 118.1; 118.1; 118.1